Here is 2 unconnected molecules or ions with the total composition C2H7N2O3P at a distorted geometry from OMol25. Energies are from ωB97M-V/def2-TZVPD.

Properties
Expectation value of S² = 2.01
Electronic energy = -756.75340 Eh
LUMO level (alpha / beta) = 0.56 / -1.00 eV
2S+1 = 3

Last column: Löwdin spin population.
Cartesian coordinates (Å):
C1 1.971 -0.014 1.600  0.09
C2 0.793 0.457 1.228  0.07
N1 0.123 0.725 -2.170  0.11
N2 -2.783 -0.839 0.344  0.77
O1 -0.035 -2.017 0.019  0.17
O2 1.203 1.466 -2.833  0.03
O3 -1.747 0.040 0.487  0.31
P1 -0.287 -0.585 0.165  0.39
H1 2.738 0.595 2.051  0.01
H2 2.238 -1.077 1.584  0.01
H3 0.602 1.560 1.242  0.00
H4 -0.724 1.242 -1.695  0.01
H5 -0.218 0.157 -2.902  0.00
H6 1.770 1.794 -2.097  0.00
H7 -3.556 -0.258 0.134  0.03

Here is a gas-phase ion, C2H7N2OS (charge +1) at a distorted geometry from OMol25. Energies are from ωB97M-V/def2-TZVPD.

Properties
Energy relative to the best compared isomer or geometry (same formula, charge and spin) = 21.6 kcal/mol
SMILES string = NSC(=O)C[NH3+]
Electronic energy = -663.05522 Eh
LUMO level = -3.78 eV
Charge = +1

Last column: Löwdin charge in e.
Cartesian coordinates (Å):
C1 0.290 -0.296 -0.137  -0.69
C2 -1.078 0.315 -0.642  -0.10
N1 1.963 -2.035 0.798  -0.29
N2 -1.067 1.754 -0.304  0.18
O1 1.081 0.497 0.280  0.02
S1 0.439 -2.051 0.014  0.97
H1 -1.919 -0.247 -0.260  0.14
H2 -1.099 0.114 -1.636  0.10
H3 2.350 -2.947 0.731  0.03
H4 1.875 -1.549 1.733  0.09
H5 -0.018 2.127 -0.082  0.23
H6 -1.525 1.997 0.587  0.19
H7 -1.291 2.323 -1.082  0.15

Here is 2 unconnected molecules or ions with the total composition C2H7N2S at a distorted geometry from OMol25. Energies are from ωB97M-V/def2-TZVPD.

Properties
Energy relative to the best compared isomer or geometry (same formula, charge and spin) = 114.7 kcal/mol
Electronic energy = -587.68715 Eh
LUMO level (alpha / beta) = -8.29 / -8.31 eV
Charge = +1

Last column: Löwdin charge in e.
Cartesian coordinates (Å):
C1 1.761 0.501 0.348  -0.40
C2 -3.083 -0.682 0.100  -0.41
N1 2.988 0.617 -0.125  0.12
N2 0.824 -0.059 -0.262  0.05
S1 -2.255 0.919 -0.052  0.94
H1 1.362 0.995 1.368  0.18
H2 -3.350 -0.978 -0.815  -0.03
H3 -4.035 -0.419 0.781  0.12
H4 -2.263 -1.441 0.432  0.11
H5 3.755 0.756 0.464  0.09
H6 3.288 0.142 -0.993  0.14
H7 1.007 -0.351 -1.246  0.08

Here is a gas-phase ion, C2H7N2S3 (charge +1) at a distorted geometry from OMol25. Energies are from ωB97M-V/def2-TZVPD.

Properties
Energy relative to the best compared isomer or geometry (same formula, charge and spin) = 42.7 kcal/mol
Electronic energy = -1384.11899 Eh
LUMO level = -5.22 eV
Charge = +1

Last column: Löwdin charge in e.
Cartesian coordinates (Å):
C1 -0.063 -0.419 -0.030  -0.28
C2 0.809 1.045 -1.901  -0.09
N1 0.210 0.750 -0.615  -0.43
N2 -0.565 -0.678 1.115  -0.15
S1 -2.375 -3.101 2.783  0.24
S2 -0.480 2.242 0.092  0.93
S3 -0.921 -2.586 1.635  0.44
H1 0.344 1.874 -2.297  0.04
H2 1.872 1.265 -1.695  0.11
H3 0.886 0.123 -2.551  0.13
H4 -0.862 0.006 1.731  0.05
H5 0.288 -1.257 -0.596  0.14
H6 0.583 2.885 -0.014  -0.16
H7 0.274 -2.150 2.342  0.02

Here is C2H7N3 in the gas phase at a distorted geometry from OMol25. Energies are from ωB97M-V/def2-TZVPD.

Properties
Energy relative to the best compared isomer or geometry (same formula, charge and spin) = 13.8 kcal/mol
SMILES string = [H]/N=C(\N)NC
Electronic energy = -244.65343 Eh
LUMO level = 0.84 eV

Last column: Löwdin charge in e.
Cartesian coordinates (Å):
C1 -0.867 -1.639 -0.005  -0.16
C2 0.272 0.394 0.043  -0.67
H1 0.084 -2.199 -0.024  0.07
H2 -1.521 -2.257 -0.720  0.10
H3 -1.342 -1.697 1.027  0.10
H4 -1.099 -0.005 -1.446  0.20
H5 1.270 2.137 -0.232  0.11
H6 -0.394 2.205 -0.845  0.09
H7 1.670 0.532 1.334  0.03
N1 -0.733 -0.300 -0.427  -0.07
N2 0.332 1.713 -0.334  0.11
N3 1.101 -0.163 0.859  0.09

Here is C2H7N3 in the gas phase at a distorted geometry from OMol25. Energies are from ωB97M-V/def2-TZVPD.

Properties
Energy relative to the best compared isomer or geometry (same formula, charge and spin) = 84.7 kcal/mol
SMILES string = [H]/N=C\N(C)N
Electronic energy = -244.54036 Eh
LUMO level = 0.87 eV

Last column: Löwdin charge in e.
Cartesian coordinates (Å):
C1 1.335 -0.619 0.077  -0.18
C2 -1.048 -0.615 -0.049  -0.28
H1 1.979 -0.402 -0.705  0.06
H2 1.233 -1.685 -0.017  0.07
H3 1.784 -0.373 1.224  0.16
H4 0.025 1.838 -0.967  0.16
H5 -0.535 1.347 0.636  0.07
H6 -1.179 -1.728 -0.231  0.13
H7 -1.895 0.903 0.220  0.00
N1 0.189 -0.025 -0.284  -0.31
N2 0.363 1.421 0.050  0.06
N3 -2.250 -0.064 0.046  0.06

Here is C2H7N3O in the gas phase at a distorted geometry from OMol25. Energies are from ωB97M-V/def2-TZVPD.

Properties
Energy relative to the best compared isomer or geometry (same formula, charge and spin) = 157.2 kcal/mol
SMILES string = CN/N=C\NO
Electronic energy = -319.69930 Eh
LUMO level = 0.75 eV

Last column: Löwdin charge in e.
Cartesian coordinates (Å):
C1 -1.532 -0.599 0.539  -0.16
C2 0.958 1.009 0.113  -0.34
H1 -1.919 0.382 0.922  0.09
H2 -0.928 -0.895 1.282  0.03
H3 -2.338 -1.194 -0.026  0.12
H4 -1.513 -0.003 -1.435  0.13
H5 1.407 2.009 0.193  0.12
H6 2.816 0.250 0.598  0.19
H7 0.770 -0.976 -1.020  0.14
N1 -0.858 -0.135 -0.594  -0.26
N2 -0.267 1.332 -0.447  0.04
N3 1.811 0.104 0.248  0.00
O1 1.594 -1.286 -0.373  -0.10

Here is 2 unconnected molecules or ions with the total composition C2H7N3O at a distorted geometry from OMol25. Energies are from ωB97M-V/def2-TZVPD.

Properties
Energy relative to the best compared isomer or geometry (same formula, charge and spin) = 53.5 kcal/mol
SMILES string = [H]/N=C/N.NC=O
Electronic energy = -319.86447 Eh
LUMO level = 0.89 eV

Last column: Löwdin charge in e.
Cartesian coordinates (Å):
N1 0.593 0.092 -1.506  0.10
C1 1.157 1.023 -0.763  -0.38
N2 1.352 0.952 0.541  -0.03
H1 0.838 0.176 -2.498  0.11
H2 0.533 -0.873 -1.198  0.10
H3 1.592 1.963 -1.338  0.14
H4 2.329 1.265 0.709  0.05
C2 -1.792 -1.126 0.602  -0.33
N3 -1.019 -0.328 1.393  0.11
O1 -1.811 -1.310 -0.690  -0.10
H5 -2.543 -1.630 1.238  0.11
H6 -0.438 0.481 1.226  0.04
H7 -0.792 -0.685 2.284  0.08